This record from the Open Molecules 2025 dataset describes a cluster of 7 separate species, C6H27NO7 in total at a distorted geometry. The level of theory is the ωB97M-V functional and the def2-TZVPD basis.

Geometry as XYZ:
```
41
Properties=species:S:1:pos:R:3:forces:R:3:mulliken_charge:R:1
C 2.0129 -2.2357 -1.1109 -0.663 -0.164 1.092 -1.051
C 0.8205 -3.0121 -0.4678 2.487 -0.459 -0.690 -0.463
N 0.2139 -2.2352 0.5808 -1.559 0.427 -0.220 -0.151
C -1.1943 -1.8447 0.3994 -0.190 2.284 2.320 -0.552
C -1.7720 -1.6350 1.9379 0.340 -2.432 -1.707 -1.414
C -1.3312 -0.5071 -0.4690 1.351 -1.180 -1.551 1.086
C -2.7120 -0.1095 -0.9081 -1.069 2.768 2.662 -0.740
O -2.8318 1.3363 -1.2546 1.504 -1.064 -1.023 -0.651
H 1.4943 -1.4675 -1.7070 1.065 -0.061 -0.135 0.147
H 2.7267 -2.8857 -1.6001 -0.362 -0.158 -0.903 0.426
H 2.6434 -1.8089 -0.3416 -0.131 0.630 0.286 0.297
H 1.2345 -3.9574 0.0074 -0.853 0.666 -1.011 0.364
H 0.2404 -3.1508 -1.4046 -0.617 -0.618 1.178 0.236
H 0.7411 -1.3914 0.8002 0.227 -0.333 -0.468 0.276
H -1.8079 -2.6203 -0.0129 0.099 -0.614 -0.460 0.560
H -1.6469 -0.6449 2.3034 -0.860 -0.012 0.357 0.318
H -2.7511 -2.0946 2.0843 -0.466 0.819 -0.395 0.352
H -1.2049 -2.3468 2.5537 0.451 0.491 -0.141 0.471
H -0.7253 0.3051 -0.0400 -0.972 -0.310 0.213 -0.558
H -0.7971 -0.6394 -1.4322 0.150 -0.588 0.281 0.290
H -3.3042 0.0468 0.0326 -0.332 -1.624 -0.904 0.334
H -3.1377 -0.6767 -1.7221 -0.242 -0.426 0.204 0.308
H -2.0065 1.5498 -1.7384 -0.668 0.048 0.005 0.337
O 1.9076 0.7253 0.5888 -0.258 -0.210 0.556 -0.810
H 1.1270 1.1649 0.2261 -0.128 -0.054 0.328 0.283
H 1.7937 0.8253 1.5543 0.138 0.439 -0.635 0.366
O -0.3316 0.7709 1.9067 1.540 1.363 -0.114 -0.634
H -1.2039 1.0976 2.1166 -0.247 -0.780 0.317 0.284
H -0.1014 -0.1493 2.0302 -0.965 0.045 0.456 0.234
O -1.5956 3.0434 0.2941 0.296 -0.184 0.659 -0.655
H -2.1596 2.2644 0.0773 0.191 0.948 -0.422 0.418
H -1.7578 3.7289 -0.3647 -0.190 -0.303 0.128 0.275
O 1.8965 1.7619 -3.3039 1.043 -1.569 0.220 -0.659
H 2.5573 1.3252 -2.6852 -0.766 1.152 0.019 0.380
H 2.0174 1.1198 -4.0180 -0.535 0.446 -0.441 0.317
O 3.5512 1.5450 -1.2255 -0.571 0.545 0.500 -0.803
H 2.8595 1.4631 -0.5087 1.187 -0.368 -0.466 0.490
H 3.5386 2.4942 -1.4111 0.279 -0.133 -0.115 0.324
O 0.7166 3.0253 2.7005 0.155 0.568 0.164 -0.609
H 0.2673 2.6991 3.4852 0.086 -0.018 -0.013 0.282
H 0.0123 3.1208 2.0471 0.053 0.021 -0.132 0.295
```
Forces are in eV/Å.

Computed properties:
- Lowest unoccupied orbital energy: 0.3 eV
- Gap between HOMO and LUMO: 9.21 eV
- SMILES: CCN[C@@H](C)CCO.O.O.O.O.O.O
- Max |F|: 0.078 hartree/bohr
- Energy relative to the best compared isomer or geometry (same formula, charge and spin): 80.9 kcal/mol
- E_HOMO: -8.9 eV

This record from the Open Molecules 2025 dataset describes a cluster of 9 separate species, C6H27O10 in total at a distorted geometry. The level of theory is the ωB97M-V functional and the def2-TZVPD basis.

Geometry as XYZ:
```
43
Properties=species:S:1:pos:R:3:forces:R:3:mulliken_charge:R:1
O 0.0655 0.2538 -0.8059 1.138 -1.030 1.394 -0.624
C 0.7693 -0.7236 -0.3480 -0.408 1.947 0.728 0.743
O 0.6750 -1.8354 -0.8533 1.181 -1.548 0.769 -0.855
C 1.8093 -0.4837 0.8212 1.062 -1.431 -0.838 -0.181
C 1.3252 0.0103 2.2292 2.355 1.026 -0.408 0.728
C 1.4109 -1.0910 3.3411 -2.916 0.489 -1.698 -1.326
C 2.1166 1.3439 2.5013 -2.612 0.606 -1.203 -1.167
C 1.7264 2.3527 1.3115 5.017 0.852 2.922 -1.051
H 2.5629 0.2150 0.3311 -0.887 -0.806 0.874 0.166
H 2.3924 -1.4733 0.9615 -1.036 1.756 -0.264 -0.335
H 0.3076 0.3466 2.1334 -0.684 -0.082 0.081 0.111
H 2.4340 -1.5891 3.3882 -1.610 0.686 0.504 0.310
H 0.8201 -0.6315 4.2242 1.897 -0.976 -0.681 0.367
H 0.5614 -1.7531 2.8884 1.893 0.029 1.101 0.323
H 3.1443 1.2883 2.5786 2.454 -0.911 -0.339 0.494
H 1.8917 1.7918 3.4720 -0.751 0.039 0.014 0.398
H 0.7057 2.4458 1.4325 -2.075 0.638 -0.948 0.320
H 2.2655 2.1039 0.3991 -1.221 -0.493 -0.322 0.382
H 2.3243 3.3258 1.5290 -1.566 -1.033 0.040 0.311
H -3.0089 0.5069 1.0571 -1.502 4.026 -4.998 0.349
H -2.2085 -0.4326 1.4406 0.140 -0.839 1.066 0.303
O -2.9778 0.0385 1.8023 1.394 -3.204 3.745 -0.657
H 0.0399 2.4186 -1.8577 2.240 -1.137 -4.357 0.229
H 0.0312 1.8340 -0.4473 -1.456 2.020 -2.618 0.454
O -0.3721 2.6173 -1.0977 -1.116 -0.050 6.462 -0.778
H 1.1388 -0.2753 -3.2314 1.942 -1.598 -1.048 0.331
H 1.4871 -1.6421 -2.7525 1.036 0.975 -1.765 0.435
O 1.8275 -1.0065 -3.4867 -2.834 0.689 2.781 -0.685
H -2.4859 3.7494 1.6288 2.133 1.057 2.225 0.272
H -3.7676 2.8132 1.6501 -0.664 -0.798 1.756 0.302
O -3.1543 3.3289 1.1858 -1.565 -0.337 -3.952 -0.590
H -2.0824 1.3979 -1.1555 2.637 0.300 -0.063 0.423
H -3.2206 2.0540 -0.5569 -0.886 3.355 2.563 0.227
O -3.0079 1.4083 -1.1424 -1.531 -3.199 -2.238 -0.709
H 3.6624 -3.4379 0.3320 0.464 0.041 -0.646 0.320
H 2.4245 -3.2924 1.0573 -4.188 1.157 -0.483 0.392
O 3.2687 -3.5691 1.1848 3.693 -1.468 1.067 -0.646
H -0.5033 -1.5840 -2.0129 0.224 -0.453 0.540 0.374
H -1.0758 -3.0048 -2.2624 0.143 -0.546 0.720 0.287
O -0.8417 -2.1921 -2.6844 -0.580 -0.115 -2.094 -0.776
H -2.2617 -1.4929 -2.8681 -0.081 0.886 0.003 0.446
H -2.6607 -0.0307 -2.4800 0.907 2.134 1.234 0.305
O -2.9660 -0.8066 -2.8546 -1.782 -2.655 -1.625 -0.723
```
Forces are in eV/Å.

Computed properties:
- Total charge: -1
- Lowest unoccupied orbital energy: 2.8 eV
- Gap between HOMO and LUMO: 9.19 eV
- Max |F|: 0.128 hartree/bohr
- Energy relative to the best compared isomer or geometry (same formula, charge and spin): 70.8 kcal/mol
- E_HOMO: -6.4 eV

This record from the Open Molecules 2025 dataset describes a cluster of 7 separate species, C6H28BO6 in total at a distorted geometry. The level of theory is the ωB97M-V functional and the def2-TZVPD basis.

Geometry as XYZ:
```
41
Properties=species:S:1:pos:R:3:forces:R:3:mulliken_charge:R:1
B 7.4289 8.0516 -10.7989 0.190 0.022 0.041 0.002
H 7.9525 7.7240 -11.6836 1.918 -1.093 -2.986 -0.227
H 8.0016 8.8784 -10.4083 1.807 3.487 1.428 0.137
H 6.4097 8.3036 -11.0478 -3.600 1.100 -1.033 -0.150
H 7.4168 7.3147 -10.0108 0.101 -3.116 2.654 -0.186
C 6.1860 9.7021 -7.7760 0.128 -0.939 -0.582 -0.439
O 5.6485 9.9408 -9.0602 -0.402 0.824 0.331 -0.537
H 6.1778 10.6077 -7.1694 0.158 -0.023 -0.129 0.291
H 5.6441 8.8982 -7.2778 -0.418 0.081 0.287 0.219
H 7.1743 9.2705 -7.9344 0.518 0.471 0.496 0.127
H 6.0701 9.3096 -9.6480 0.015 0.174 -0.336 0.481
C 7.7069 4.8017 -12.0385 -0.334 0.086 0.873 -0.462
O 7.6852 5.8143 -12.9910 0.214 -0.632 -1.298 -0.672
H 8.6280 4.7687 -11.4566 0.410 -0.067 -0.105 0.179
H 6.9314 5.0122 -11.3019 -0.295 -0.387 0.224 0.107
H 7.5362 3.8229 -12.4867 -0.026 0.115 -0.185 0.302
H 7.7776 6.6435 -12.5160 -0.078 0.305 0.136 -0.113
C 10.1500 9.4659 -13.4078 -1.673 -0.126 0.957 -0.606
O 10.1946 9.4513 -11.9696 1.672 0.444 -0.672 -0.601
H 11.1062 9.6352 -13.9029 0.221 -0.021 0.637 0.278
H 9.7055 8.5493 -13.7954 0.165 -0.227 -0.062 0.227
H 9.4536 10.2575 -13.6842 0.086 0.213 -0.402 0.202
H 9.4618 9.0057 -11.5382 -0.439 -0.176 -0.530 0.645
C 4.2506 6.6517 -10.3907 -0.828 -0.636 0.279 -0.578
O 4.9778 7.1175 -9.3087 0.112 -0.193 1.069 -0.548
H 3.4587 7.3619 -10.6287 0.180 0.287 -0.750 0.258
H 4.8844 6.3300 -11.2171 -0.137 0.397 -0.322 0.189
H 3.6975 5.7710 -10.0644 0.010 -0.362 0.057 0.261
H 5.8090 7.4661 -9.6392 0.191 -0.136 -0.072 0.264
C 9.4751 6.5559 -7.9326 -0.795 0.585 -0.454 -0.570
O 9.7984 7.5697 -8.8835 1.100 -0.484 1.007 -0.574
H 8.6665 6.8741 -7.2745 -0.218 0.239 0.134 0.213
H 9.0990 5.6481 -8.4042 0.291 -0.231 -0.142 0.200
H 10.3130 6.3396 -7.2699 0.293 0.068 -0.427 0.284
H 9.1206 7.6690 -9.5561 -0.493 -0.218 0.125 0.455
C 6.3555 11.1459 -12.4475 -0.616 -0.263 0.158 -0.597
O 6.3887 9.8700 -13.0635 0.206 0.618 -0.560 -0.607
H 7.3394 11.4477 -12.0884 0.059 0.148 0.023 0.219
H 5.9509 11.8895 -13.1341 0.212 -0.083 -0.262 0.312
H 5.6516 11.0926 -11.6169 0.121 0.273 0.374 0.172
H 6.7807 9.3066 -12.3923 -0.029 -0.524 0.018 0.444
```
Forces are in eV/Å.

Computed properties:
- Total charge: -1
- Lowest unoccupied orbital energy: 3.4 eV
- Gap between HOMO and LUMO: 9.93 eV
- Max |F|: 0.081 hartree/bohr
- Energy relative to the best compared isomer or geometry (same formula, charge and spin): 0.0 kcal/mol
- E_HOMO: -6.5 eV